Entry 1:
The following is a quantum chemistry calculation of C2H5NO3S in the gas phase, from the OMol25 dataset.

Structure (XYZ):
```
12
Properties=species:S:1:pos:R:3:forces:R:3:mulliken_charge:R:1
H 2.00702 0.68943 -0.15762 -1.3 -0.8 -0.8 0.217
H 0.91399 -1.09915 0.67971 -1.0 0.0 -0.4 0.360
O -1.46628 -0.34234 0.62353 -0.6 0.8 0.4 -0.498
N 0.53699 -0.80190 -0.23460 0.9 1.1 -1.3 -0.200
H -1.27460 -0.33599 -1.49783 1.6 -0.2 1.5 0.243
H -1.30267 -1.80500 -0.60840 -0.1 -2.2 -0.2 0.254
O -0.13288 1.93425 0.34392 -0.1 -0.7 -0.4 -0.565
S -0.69597 1.15274 1.48528 -1.5 0.9 -1.3 0.657
C 1.08917 0.27429 -0.69186 2.9 0.2 2.5 -0.132
O 0.35052 0.49548 2.19937 1.6 -1.0 1.2 -0.535
H 0.88771 0.68429 -1.63099 -0.9 0.6 -1.1 0.332
C -0.91302 -0.84609 -0.51051 -1.5 1.2 -0.1 -0.133
```
Positions in Å, forces in eV/Å.

Calculated values
Energy above the lowest of the compared OMol25 structures with the same formula, charge and spin in kJ/mol: 309.7
LUMO in eV: -0.27
HOMO in eV: -9.14

***

Entry 2:
The following is a quantum chemistry calculation of 2 unconnected molecules or ions with the total composition C2H7NS2, from the OMol25 dataset.

Structure (XYZ):
```
12
Properties=species:S:1:pos:R:3:forces:R:3:mulliken_charge:R:1
S -1.45306 0.55541 -0.23374 0.6 0.9 0.3 -0.060
H -0.87757 3.01879 -0.80091 -0.1 0.1 0.5 0.159
H 0.74649 0.96847 -1.21262 -0.1 0.1 0.1 0.317
H -0.56506 0.70877 -2.41386 0.3 0.2 -0.1 0.355
H 1.61761 -1.52795 0.28872 -0.6 1.0 -0.4 0.265
C -0.13189 0.38512 -1.46966 -0.2 -0.5 -0.4 -0.908
H 0.17678 -0.65799 -1.59450 -0.2 0.0 0.2 0.340
H -0.24944 -2.08136 2.43245 -0.4 0.2 -0.5 0.231
H 0.48276 -0.43878 2.11029 0.7 0.0 0.1 0.256
S -0.89495 2.49052 0.45001 -0.3 -0.7 -0.7 -0.207
N 0.78302 -1.95456 0.68143 1.0 -1.5 0.6 -0.540
C 0.36532 -1.46645 1.76241 -0.5 0.2 0.2 -0.207
```
Positions in Å, forces in eV/Å.

Calculated values
Energy above the lowest of the compared OMol25 structures with the same formula, charge and spin in kJ/mol: 133.0
LUMO in eV: 0.37
SMILES: C=N.CSS
HOMO in eV: -8.74

***

Entry 3:
The following is a quantum chemistry calculation of 6 unconnected molecules or ions with the total composition C7H21N7O12P, from the OMol25 dataset.

Structure (XYZ):
```
48
Properties=species:S:1:pos:R:3:forces:R:3:mulliken_charge:R:1
C -2.95050 3.43814 0.28285 0.2 0.1 0.1 -0.796
H 0.95592 2.96035 -5.67484 0.3 -0.5 -1.3 0.270
H -0.34746 3.30481 -3.05853 -0.1 -0.7 0.1 0.215
N -4.83220 2.87502 3.09743 0.0 0.1 -0.1 0.822
O -5.01559 1.83553 2.49362 0.0 0.4 0.1 -0.480
H 3.95080 -2.83564 0.70863 -0.1 -0.1 0.2 0.313
H -2.11429 2.78370 0.52633 -0.1 -0.1 -0.1 0.321
H -2.78888 4.43586 0.68349 -0.1 -0.1 -0.2 0.307
H 2.07548 1.81455 -6.67220 -1.2 0.7 0.1 0.151
H 3.12357 -1.80161 5.14644 0.0 -0.1 0.1 0.290
O 1.84898 -3.54063 -0.79470 -0.1 0.2 0.2 -0.538
P 0.53326 1.29329 -3.94245 1.4 -0.7 -2.5 -0.446
H -1.45782 2.01064 -2.96288 0.3 0.7 -0.5 0.192
H 0.15548 3.45224 -8.02776 0.0 -0.9 0.2 0.262
N 5.31008 -3.17858 2.26079 0.1 -0.2 -0.1 0.870
O 0.07803 -0.19014 -3.13781 0.2 0.7 -0.2 -0.223
H 0.07145 -4.27722 -2.22803 0.1 0.1 0.1 0.289
H -1.13887 -3.75805 -1.01401 0.0 0.2 0.0 0.276
C 3.05384 -2.84470 5.44914 0.2 -0.1 -0.2 -0.595
O 0.50973 -2.02839 -0.01295 0.3 -0.4 -0.1 -0.488
O 1.05994 -3.98098 5.15045 0.0 0.2 0.3 -0.522
H -3.89057 3.02705 0.64009 0.2 -0.1 -0.2 0.307
N 1.63383 -3.11915 5.79062 -0.1 -0.1 0.0 0.880
H -3.91215 2.12885 4.81925 -0.2 -0.1 0.0 0.291
O -3.21278 2.48154 -1.79729 -0.2 0.4 0.3 -0.537
H 3.39878 -3.97915 1.97996 0.0 0.2 -0.1 0.229
H -4.58239 3.78210 4.98017 0.0 -0.1 -0.2 0.311
N 0.43436 0.86058 -5.63929 0.2 1.4 2.8 -0.407
O 5.03787 -2.23897 2.98828 0.2 -0.3 -0.1 -0.519
O 1.14659 -2.45888 6.68991 0.0 -0.2 -0.2 -0.537
H 3.64879 -3.03832 6.34010 -0.1 0.1 0.0 0.294
C 4.23382 -3.66297 1.35679 -0.1 -0.1 -0.3 -0.667
H 4.61585 -4.49645 0.77248 0.0 0.1 0.1 0.319
O 6.38359 -3.75019 2.21282 -0.2 0.3 0.2 -0.542
N -3.03295 3.52391 -1.19770 0.1 0.0 -0.2 0.914
H -5.68887 2.37426 4.93656 0.1 -0.1 -0.1 0.276
O -0.46850 1.51024 -8.35272 1.6 2.4 1.6 -0.492
O -4.71310 3.97824 2.59400 -0.2 -0.3 0.2 -0.509
C 0.15131 2.35577 -7.68703 -0.4 -1.7 -0.2 -0.062
N -0.72014 2.47081 -3.51766 -0.4 -1.2 0.2 -0.433
C 0.98916 2.04076 -6.35583 -1.0 -0.8 0.1 -0.311
C -0.30616 -3.44341 -1.64093 -0.1 -0.2 -0.3 -0.695
N 0.77423 -2.96405 -0.74116 -0.1 0.1 0.0 0.873
C -4.74669 2.78514 4.57803 0.1 0.2 0.3 -0.725
H 3.35228 -3.50148 4.63674 -0.1 0.1 0.1 0.180
O -2.91460 4.62586 -1.70340 -0.1 -0.3 0.0 -0.540
H 0.89643 -0.44881 -2.66757 -0.7 0.5 -0.4 0.329
H -0.58893 -2.61146 -2.28822 0.0 0.1 0.1 0.279
```
Positions in Å, forces in eV/Å.

Calculated values
LUMO in eV: 1.21
Total charge: -1
HOMO in eV: -2.26

***

Entry 4:
The following is a quantum chemistry calculation of a molecular structure, C3H2O4Rh, from the OMol25 dataset.

Structure (XYZ):
```
10
Properties=species:S:1:pos:R:3:forces:R:3:mulliken_spin:R:1
C -0.85810 0.09568 0.14023 3.8 0.8 -4.5 0.167
O 1.84309 -0.03005 1.05043 -2.0 -0.8 0.5 0.154
H -0.64562 1.13640 0.43324 -0.4 -0.1 1.3 0.008
C 1.45231 -0.22514 -0.10356 0.3 0.6 -0.2 -0.037
C -2.25889 -0.24983 -0.31162 0.0 0.4 4.1 -0.055
O 0.08137 -0.64075 -0.29866 -3.1 0.4 1.2 0.001
O -3.10062 0.55112 -0.50499 0.0 -1.1 -1.0 0.719
Rh 3.57763 0.44270 0.15252 5.3 1.4 0.4 2.739
O 2.07963 -0.01587 -1.13884 -1.6 -0.8 -0.6 0.152
H -2.17081 -1.06425 0.58126 -2.2 -0.9 -1.2 0.152
```
Positions in Å, forces in eV/Å.

Calculated values
LUMO (alpha / beta) in eV: -18.48 / -19.22
2S+1: 5
Total charge: +3
HOMO (alpha / beta) in eV: -24.91 / -26.01

***

Total energy for every record listed, in sequence, given in a.u.: -757.782972, -931.472929, -1906.357286, -525.325165.
F_max for every record listed, in sequence, given in eV/A: 3.83, 1.88, 3.29, 5.96.